Record 1
DFT (ωB97M-V with the def2-TZVPD basis set) results for 2 unconnected molecules or ions with the total composition C51H59F2N2.

As for the relative energy (zero: lowest compared OMol25 entry of this formula, charge and spin): 129.58 kJ/mol. As for the net charge: +1. The calculated total energy comes out at -2287.5953 Eh. The HOMO energy comes out at -8.914 eV.

Last column: Löwdin charge in e.
Atoms and positions in Å:
F -3.42858 1.42099 -7.15761  0.06
C -2.55804 1.16143 -6.12817  -0.23
C -2.43605 -0.13807 -5.64738  0.02
C -1.42895 -0.38907 -4.72188  -0.03
C -0.67519 0.65002 -4.10422  -0.18
C 0.44099 0.37280 -3.20018  0.09
C 1.75581 0.76074 -3.71601  -0.21
C 2.69541 -0.22639 -4.13120  0.01
C 3.79519 0.10370 -4.91755  0.02
C 4.04193 1.45129 -5.17272  -0.23
F 5.12851 1.78418 -5.94691  0.06
C 3.24245 2.47068 -4.67635  0.02
C 2.10630 2.11749 -3.96192  -0.04
C -0.92883 1.96442 -4.57415  0.00
C -1.80503 2.21361 -5.62657  0.02
H -3.05024 -0.94520 -6.04713  0.13
H -1.09728 -1.42405 -4.58440  0.11
H 0.40529 -0.59172 -2.69751  0.07
H 2.51855 -1.27761 -3.88052  0.12
H 4.44599 -0.65001 -5.35277  0.13
H 3.49144 3.51729 -4.85979  0.13
H 1.46278 2.90561 -3.56943  0.11
H -0.36426 2.79039 -4.15197  0.10
H -1.87343 3.20151 -6.07513  0.13
C -0.27999 -4.35880 2.55203  -0.05
C 0.66007 -4.30487 1.35600  -0.54
C 2.02207 -3.76957 1.79718  -0.03
C 0.86024 -5.76693 0.91280  -0.05
C 0.10235 -3.44807 0.18574  -0.07
C 0.72480 -3.58206 -1.05204  -0.02
C 0.20127 -2.98204 -2.19921  -0.06
C -1.08048 -2.42215 -2.13368  -0.07
C -1.79317 -2.34979 -0.94423  -0.08
C -3.31552 -2.06768 -0.98135  -0.52
C -3.59383 -0.60161 -0.65319  -0.03
C -4.05031 -2.98749 0.00298  -0.03
C -3.83725 -2.35165 -2.40126  -0.05
C -1.00456 -2.53430 0.22880  -0.08
N -1.05693 -1.47465 1.19152  0.08
C -0.30734 -0.30189 1.04441  -0.15
C 0.48829 0.00662 -0.06432  0.02
C 1.80003 0.60613 0.13763  -0.20
C 2.60799 0.14981 1.20649  -0.03
C 3.71925 0.86397 1.61678  -0.06
C 4.18834 1.92871 0.83553  -0.08
C 3.49454 2.29183 -0.32154  -0.07
C 2.28657 1.67681 -0.63400  -0.05
N -0.73235 0.57167 2.04228  0.09
C -0.01576 1.75731 2.47123  -0.07
C 0.06553 2.89192 1.60839  -0.08
C -1.07798 3.36957 0.65665  -0.52
C -0.78457 4.77021 0.09699  -0.06
C -2.36874 3.44237 1.48050  -0.02
C -1.28610 2.45337 -0.53590  -0.05
C 1.16142 3.74261 1.77615  -0.04
C 1.80235 3.81278 3.00486  -0.04
C 1.40954 2.93862 4.00491  -0.03
C 0.67691 1.78045 3.70890  -0.07
C 0.67700 0.67650 4.81012  -0.52
C 1.87699 0.85271 5.75106  -0.07
C 0.81940 -0.74137 4.28110  -0.04
C -0.59434 0.80621 5.64272  -0.03
C -1.84815 -0.00561 2.65842  -0.04
C -2.01658 -1.25055 2.17108  -0.05
H -1.24631 -4.78616 2.25594  0.09
H 0.16622 -5.01411 3.31437  0.10
H -0.43298 -3.37127 2.99471  0.06
H 2.78075 -3.92128 1.01650  0.09
H 1.96710 -2.69860 2.03397  0.06
H 2.34883 -4.30134 2.70271  0.10
H 1.58493 -5.87407 0.09871  0.08
H 1.24098 -6.35555 1.75922  0.10
H -0.09266 -6.21354 0.59851  0.10
H 1.63160 -4.18070 -1.13359  0.12
H 0.74833 -3.02194 -3.14242  0.11
H -1.54205 -2.01421 -3.03800  0.06
H -2.99406 0.06022 -1.29456  0.08
H -4.65727 -0.36542 -0.81326  0.10
H -3.36320 -0.37714 0.39429  0.06
H -3.74514 -4.03071 -0.15812  0.10
H -3.83961 -2.71601 1.04251  0.06
H -5.13870 -2.92001 -0.14211  0.10
H -3.51876 -3.35271 -2.72496  0.10
H -4.93472 -2.31282 -2.42648  0.10
H -3.47031 -1.60635 -3.12053  0.07
H 0.03677 -0.20493 -1.01628  0.06
H 2.28706 -0.76079 1.71157  0.07
H 4.23997 0.58210 2.53313  0.11
H 5.09933 2.45778 1.12250  0.11
H 3.88631 3.06632 -0.98070  0.11
H 1.67513 2.01353 -1.46790  0.07
H 0.08257 4.77258 -0.57508  0.08
H -1.64755 5.10870 -0.48981  0.09
H -0.61719 5.50177 0.89710  0.10
H -2.67990 2.44756 1.82088  0.07
H -2.20492 4.08140 2.35860  0.10
H -3.17244 3.87823 0.87374  0.09
H -1.49530 1.43196 -0.21349  0.05
H -2.12944 2.80955 -1.14704  0.10
H -0.39964 2.42584 -1.17846  0.06
H 1.48049 4.42308 0.98274  0.12
H 2.56510 4.57059 3.19705  0.12
H 1.76416 3.12517 5.01810  0.11
H 1.79099 1.74987 6.37093  0.08
H 1.92991 0.00008 6.43602  0.09
H 2.81946 0.87775 5.19113  0.10
H -0.06429 -1.07601 3.74157  0.05
H 1.69955 -0.83244 3.63566  0.07
H 0.95221 -1.42468 5.13286  0.10
H -1.48795 0.65488 5.03295  0.05
H -0.58577 0.05642 6.44252  0.10
H -0.64353 1.80364 6.09554  0.10
H -2.43941 0.52182 3.38746  0.13
H -2.72035 -2.02116 2.45825  0.13

Forces on atoms 1 to 2 (eV/Å):
F 0.9 -0.4 1.2
C -0.8 0.1 -0.7

Record 2
DFT (ωB97M-V with the def2-TZVPD basis set) results for a molecular structure, C51H61Cl3N4O5PbSSb2.

As for the relative energy (zero: lowest compared OMol25 entry of this formula, charge and spin): 65.75 kJ/mol. As for the net charge: +2. The calculated total energy comes out at -5026.8728 Eh. The HOMO energy comes out at -12.479 eV.

Last column: Löwdin charge in e.
Atoms and positions in Å:
Pb 0.69989 -0.05197 0.50110  1.17
C 4.71817 2.03497 -1.40947  -0.35
C 4.42524 3.40844 -0.80379  -0.36
C 3.01073 3.95515 -1.00427  -0.35
Sb 1.48240 3.06760 0.25803  1.43
C -0.08027 4.47833 -0.16931  -0.37
C -0.13106 5.20238 -1.35497  -0.12
C -1.13634 6.13882 -1.56367  -0.08
C -2.09085 6.36790 -0.58315  -0.08
C -2.04720 5.64465 0.60160  -0.09
C -1.05712 4.69300 0.79768  -0.14
C 2.06380 4.05978 2.08415  -0.35
C 1.27820 3.88074 3.22255  -0.18
C 1.59878 4.50507 4.41985  -0.07
C 2.72376 5.31226 4.49850  -0.07
C 3.50820 5.50327 3.37137  -0.06
C 3.17847 4.88551 2.17155  -0.11
Sb 3.80960 0.36760 -0.34687  1.39
C 5.39798 -1.05420 -0.62889  -0.39
C 6.19594 -1.06317 -1.76719  -0.13
C 7.19810 -2.01450 -1.90975  -0.08
C 7.39742 -2.96904 -0.92374  -0.07
C 6.60643 -2.96206 0.21762  -0.08
C 5.61010 -2.00795 0.36375  -0.15
C 4.55635 0.98516 1.56310  -0.39
C 5.81882 1.55758 1.69006  -0.12
C 6.27894 1.97988 2.92859  -0.06
C 5.48259 1.83264 4.05640  -0.07
C 4.23480 1.23974 3.94491  -0.08
C 3.78285 0.81065 2.70402  -0.16
H 5.79208 1.84957 -1.36686  0.05
H 4.42214 1.99695 -2.45951  0.05
H 5.12434 4.12080 -1.25426  0.12
H 4.66561 3.38030 0.26035  0.06
H 2.69787 3.84024 -2.04235  0.04
H 2.98939 5.02083 -0.77287  0.06
H 0.62557 5.05944 -2.11840  0.09
H -1.15987 6.71116 -2.48240  0.11
H -2.86543 7.10736 -0.73850  0.11
H -2.78347 5.82338 1.37566  0.11
H -1.03754 4.13057 1.72397  0.08
H 0.37068 3.28630 3.16589  0.07
H 0.96215 4.37225 5.28585  0.11
H 2.98015 5.79799 5.43038  0.11
H 4.37710 6.14699 3.41924  0.11
H 3.80289 5.07369 1.30856  0.09
H 6.04735 -0.32225 -2.54522  0.09
H 7.82952 -2.00759 -2.78887  0.11
H 8.17012 -3.71723 -1.04006  0.11
H 6.77298 -3.69340 0.99827  0.11
H 5.01060 -1.98304 1.26709  0.09
H 6.46225 1.65172 0.82240  0.11
H 7.26733 2.41350 3.01003  0.11
H 5.84235 2.15515 5.02436  0.11
H 3.61841 1.10140 4.82588  0.11
H 2.83780 0.29240 2.61476  0.04
O 0.46523 0.65358 3.19167  -0.15
H 0.50496 -0.02436 3.87834  0.07
H 0.97199 1.41493 3.51379  0.03
O 2.32410 -2.17618 1.29483  -0.16
H 2.05357 -2.68385 2.07171  0.07
H 2.56840 -2.82532 0.62210  0.06
O 1.69715 1.44674 -2.52932  -0.15
H 2.17706 1.84579 -3.26418  0.06
H 0.88086 1.08974 -2.89827  0.02
C -0.42092 -2.80946 -4.49324  -0.04
C 0.55117 -3.28286 -3.40005  -0.57
C 0.03863 -4.57280 -2.73709  -0.02
C 1.96769 -3.48210 -3.96454  -0.02
C 0.60712 -2.24602 -2.37763  -0.11
N 0.65054 -1.42842 -1.57046  0.11
H -0.53020 -3.59325 -5.24207  0.10
H -0.04192 -1.91637 -4.99116  0.10
H -1.40655 -2.59904 -4.07707  0.06
H 0.00527 -5.36615 -3.48305  0.10
H -0.96942 -4.43641 -2.34134  0.07
H 0.70395 -4.89161 -1.93415  0.09
H 1.93740 -4.24954 -4.73709  0.10
H 2.66002 -3.80532 -3.18681  0.09
H 2.34541 -2.56224 -4.41057  0.09
Cl -3.75660 -3.50828 -5.54280  0.73
C -4.07346 -3.50904 -3.84558  -0.67
C -3.86055 -4.65706 -3.09691  -0.09
C -4.11866 -4.63839 -1.73804  -0.01
C -4.59113 -3.49443 -1.09778  -0.17
C -4.95138 -3.53401 0.37208  -0.30
C -3.79116 -4.05112 1.24775  -0.03
N -2.88326 -2.97730 1.61107  -0.05
C -3.05119 -2.10528 2.65564  -0.02
C -2.03344 -1.20174 2.56508  -0.12
N -1.25149 -1.50249 1.47390  -0.06
C -1.81413 -2.55622 0.91087  -0.15
O -6.08036 -4.36693 0.54166  -0.09
C -7.21374 -3.74735 1.15247  -0.13
C -6.94233 -3.17207 2.51599  -0.33
C -6.56510 -3.91130 3.60028  -0.98
Cl -6.36310 -5.60971 3.65234  0.71
S -6.31361 -2.94919 5.00967  1.01
C -6.71357 -1.52336 4.14020  -0.41
C -7.02069 -1.78747 2.84417  -0.15
C -4.81347 -2.36641 -1.88395  -0.57
Cl -5.45754 -0.91426 -1.18729  0.75
C -4.55186 -2.35550 -3.24637  -0.13
H -3.52709 -5.56294 -3.58506  0.12
H -3.98326 -5.54311 -1.15826  0.13
H -5.17458 -2.52126 0.70938  0.10
H -3.22669 -4.82270 0.72786  0.13
H -4.21952 -4.48790 2.14670  0.11
H -3.84843 -2.21506 3.37301  0.11
H -1.81690 -0.36429 3.20451  0.10
H -1.44869 -3.05851 0.02853  0.13
H -7.95770 -4.54014 1.21559  0.14
H -7.59934 -2.95927 0.49776  0.13
H -6.71342 -0.57232 4.64825  0.07
H -7.32266 -1.02374 2.14019  0.12
H -4.75480 -1.47170 -3.83475  0.10
C -3.70443 2.34536 -0.82386  -0.02
N -2.96404 1.77722 -1.93883  -0.16
C -3.53046 1.96827 -3.26134  -0.03
C -1.79050 1.20286 -1.75433  -0.31
O -1.17944 1.13082 -0.67530  -0.22
H -4.76747 2.17218 -0.98334  0.08
H -3.52300 3.41342 -0.74092  0.09
H -3.39094 1.86240 0.09847  0.09
H -4.57315 1.65196 -3.26315  0.09
H -2.98537 1.38047 -3.99879  0.09
H -3.48589 3.02218 -3.54096  0.10
H -1.37901 0.75854 -2.67330  0.13

Forces on atoms 1 to 2 (eV/Å):
Pb -0.3 0.2 0.5
C -0.2 -0.1 0.1